Density functional theory data (wB97M-V/def2-TZVPD) for C3H4O4Sn as an isolated structure.

XYZ file:
```
12
Properties=species:S:1:pos:R:3:forces:R:3
H 0.780833 -2.493555 -1.256394 -0.39 0.07 -0.09
Sn -1.043895 0.916361 2.073092 -2.45 1.89 7.89
C 0.354721 -1.494553 -1.401319 0.72 -0.42 0.73
O 0.515709 0.056491 1.287024 1.89 -0.37 -1.62
H -0.370920 -1.486804 -2.226950 0.05 0.04 -0.07
C -0.135086 0.229031 0.100961 3.55 -0.41 -2.84
H 1.675518 -0.219654 -2.619633 0.02 0.00 0.31
O -1.213432 0.943621 0.231700 -0.88 0.38 -4.76
H 2.313973 -0.629528 -0.980900 -0.13 -0.19 -0.09
C 1.410798 -0.401474 -1.570993 -0.45 0.47 -0.23
O -0.371126 -1.129408 -0.235584 -0.14 -0.30 -1.46
O 0.788933 0.742969 -1.043101 -1.80 -1.18 2.23
```
Positions in Å, forces in eV/Å.

As for the highest occupied orbital energy (spin up / spin down): -15.170 / -15.038 eV. The net charge is +1. The total energy is -17186.42747 eV. Its spin multiplicity is 2. As for the orbital gap (spin up / spin down): 0.3742 / 0.2184 Ha. As for the relative energy (zero: lowest compared OMol25 entry of this formula, charge and spin): 22.0 kcal per mole.